Record 1
Entry from the OMol25 dataset: a cluster of 6 separate species, C43H83N2O22S in total in a non-equilibrium geometry (wB97M-V/def2-TZVPD).

Calculated values
- E_tot: -104789.7615 eV
- Net charge: +1
- Spin multiplicity: 1

Last column: Mulliken charge in e.
Geometry (Å):
C (2.442789, -2.458464, 8.311444)  -1.04
C (0.097606, -0.547265, -0.248002)  -2.11
H (-2.565710, 0.760614, -3.362949)  0.65
O (-0.094952, 1.499910, -4.182914)  -0.30
H (-1.879741, 2.498479, -6.823198)  0.32
O (0.491421, 1.800342, -6.363472)  -0.55
O (0.099515, -6.392446, 0.563012)  -0.68
C (-2.590260, -2.611087, 1.015595)  -2.38
H (-0.131819, 6.209293, 7.287967)  0.34
H (0.253138, -0.400399, -3.464783)  0.45
C (-2.221531, 8.384063, 0.497241)  -1.11
H (0.324065, -1.812259, 2.211766)  0.40
H (2.016615, 0.123413, 2.369851)  0.22
C (-2.094258, -1.173820, -2.400054)  -1.21
H (-0.915051, -0.312748, -4.760919)  0.55
H (2.739222, -3.280390, 8.962172)  0.36
H (1.024860, 1.692179, -0.761925)  0.24
H (6.304216, 6.557088, -9.418642)  0.29
C (4.035760, 9.152109, 7.807332)  -1.10
C (2.664784, 0.482392, 7.513441)  0.68
H (1.330699, -9.641955, 0.172524)  0.16
H (-3.131198, 7.967628, 0.928455)  0.32
H (0.383371, -10.836050, 1.060097)  0.22
H (-1.644901, -3.732414, -1.720043)  0.44
H (0.804401, -7.778900, -2.036422)  0.36
H (-5.051265, -2.159897, 0.411179)  0.73
H (-2.474045, 1.376716, -5.611175)  0.26
C (-2.319607, -5.051077, -0.213315)  -0.19
H (4.069135, 2.745702, -8.391072)  0.41
H (-0.418071, 6.780350, 5.623220)  0.36
H (2.571638, 1.855193, -8.088302)  0.28
C (-2.742915, 3.219157, 0.685559)  -0.75
C (1.971611, 7.515223, 6.258812)  0.69
O (-0.182657, 0.573483, 0.547919)  0.28
H (1.637936, 3.130828, 6.012881)  0.14
H (5.431738, 6.853774, -10.946435)  0.30
C (3.095796, -12.241913, -3.501224)  -0.17
H (-4.254090, 1.882900, -1.740856)  0.17
H (1.670372, -1.880401, 8.817374)  0.32
H (4.863009, -12.219708, -2.261811)  0.31
H (2.685189, -12.830910, -4.318852)  0.29
H (0.999793, -1.032776, 0.155591)  0.66
O (-1.784370, 4.217550, 0.351680)  -0.25
C (-4.600139, -2.735984, -0.395541)  -1.44
C (-1.745816, 7.555014, -0.675374)  -0.17
H (5.552819, 8.134774, -9.725898)  0.22
H (5.119356, -12.858111, -3.890048)  0.36
H (4.064389, -1.138251, 8.871486)  0.33
H (-2.948869, -1.516887, -2.983519)  0.74
H (-5.719125, -1.418588, -1.720247)  0.43
H (-1.463862, 8.404668, 1.281292)  0.29
H (-2.194702, 2.292788, 0.845933)  0.27
H (-7.070863, -2.998079, -2.362756)  0.41
O (-1.341666, 6.235697, -0.262643)  -0.36
C (-4.745739, 0.651293, 1.055779)  -1.30
H (-1.521943, -3.640328, 3.248038)  0.36
O (2.112872, -12.299515, -2.455758)  -0.37
H (4.281909, -13.830200, -2.665259)  0.30
O (3.294261, 7.525169, 6.144886)  -0.36
C (4.420549, -12.821301, -3.054791)  -1.10
H (-3.264048, 3.491738, 1.603854)  0.33
H (-5.812692, 0.513493, 0.913827)  0.47
C (1.771349, 1.929252, 1.254659)  -0.98
H (-2.065672, 3.057620, -5.139953)  0.33
H (3.058470, 3.181442, -7.019992)  0.26
O (-3.502261, 5.577227, -0.185345)  -0.57
H (-1.978056, -2.142291, 4.093801)  0.37
N (-2.836077, -0.112773, -0.164373)  0.29
C (-1.809276, 2.218512, -5.779895)  -0.86
H (-1.423686, 0.840771, -2.027271)  -0.28
O (-6.479634, -3.309671, -1.674866)  -0.56
H (-0.960146, -0.735975, 2.634393)  0.26
C (2.268841, 3.813625, -8.918350)  -0.15
C (-1.190152, -2.650680, 3.544778)  -1.81
H (-2.787286, -7.091618, -0.889806)  0.57
O (3.305164, -0.575104, 7.019479)  -0.37
H (1.231763, 3.862887, -8.590847)  0.25
H (-3.454053, 3.083211, -0.123119)  0.35
H (-3.161457, -5.206803, 0.454367)  0.37
N (-1.476545, -2.010029, 1.135195)  0.93
C (-0.745778, -1.772218, 2.379515)  0.03
H (-4.530118, 1.629909, 1.475550)  0.15
C (-1.742047, 0.245676, -2.883801)  0.01
O (2.775994, 5.150444, -8.794464)  -0.36
H (-2.505088, 7.485849, -1.453247)  0.31
O (4.466323, 4.635131, -10.203088)  -0.55
C (-3.997569, 0.417928, -0.241331)  0.92
O (2.362841, 0.658584, 8.661914)  -0.55
C (5.458298, 7.064054, -9.879956)  -0.64
C (-5.336906, -2.434815, -1.686236)  -0.70
C (3.920359, 8.804629, 6.339124)  -0.17
H (4.416619, -2.190449, 7.509011)  0.30
C (-2.581402, -3.883884, -1.192669)  -2.09
H (-2.427867, 9.405195, 0.179344)  0.37
O (1.551763, 6.258398, 6.080544)  -0.22
H (4.599129, 10.075886, 7.934815)  0.36
H (2.118059, 2.993388, 7.711014)  0.35
C (0.620041, 1.710367, 0.251000)  -0.10
H (-1.976450, -6.120752, -2.074101)  0.48
H (1.852900, 2.997485, 1.433435)  0.48
C (-4.678871, 0.914712, -1.490930)  -1.78
H (3.379933, 9.572297, 5.786639)  0.31
H (-3.333456, -4.218581, -1.900745)  0.70
O (1.264631, 8.460179, 6.481043)  -0.55
H (-1.431826, -4.775550, 0.349600)  0.39
H (4.909753, 8.713973, 5.895665)  0.29
H (2.287179, 1.557882, 3.289215)  0.47
C (-1.006023, -1.574187, -0.205800)  -0.55
H (0.355827, -0.290657, -1.273286)  0.43
C (1.296516, -10.673636, 0.496860)  -0.52
H (-4.757516, -2.677332, -2.576186)  0.18
O (2.406077, 1.316068, 6.503970)  -0.25
H (-3.162819, -3.040415, 1.822033)  0.80
H (-0.039550, 2.575049, 0.294784)  0.07
H (3.206220, -11.217192, -3.855181)  0.30
C (3.036720, 2.838576, -8.054721)  -1.06
H (0.601675, 1.097891, 2.902354)  0.09
O (0.481904, -6.896599, -1.797681)  -0.47
H (-4.828004, -3.776430, -0.168585)  0.69
C (-3.058613, -2.620773, -0.442704)  2.66
H (0.631904, 2.189027, 7.129863)  0.36
H (3.052267, 9.284046, 8.256602)  0.31
H (-0.518527, -2.477938, -0.575283)  0.15
H (2.153508, -10.901099, 1.129851)  0.32
C (2.214217, -11.360832, -1.520112)  0.80
S (-0.474284, -7.080826, -0.550771)  1.41
H (-0.086143, 5.068468, 5.933878)  0.17
H (2.706854, 1.642191, 0.777681)  0.36
H (2.005062, -2.869697, 7.400211)  0.21
H (2.269811, 3.508645, -9.964479)  0.31
O (-0.682791, -8.487712, -0.369054)  -0.62
H (-0.859810, 8.003991, -1.118533)  0.31
O (3.023057, -10.467166, -1.494814)  -0.58
H (4.541486, 8.352129, 8.349150)  0.30
C (0.144828, 6.085142, 6.241907)  -0.70
H (-4.625334, 0.221090, -2.323759)  0.58
C (3.638172, -1.592162, 7.978047)  -0.19
H (-5.735401, 1.078703, -1.295053)  0.51
C (-0.570603, 0.192936, -3.854953)  -1.26
H (-4.391962, -0.100388, 1.754683)  0.26
C (1.653457, 2.472751, 6.877570)  -0.67
O (1.257457, -11.565826, -0.621276)  -0.33
C (-2.029095, -6.326566, -1.007032)  -1.30
H (-1.280020, -1.831121, -2.697101)  0.35
C (-0.373911, 1.832655, -5.504852)  0.58
H (-0.359813, -2.743764, 4.235572)  0.44
C (-2.325157, 5.376758, -0.047906)  0.64
C (-2.397475, -1.273959, -0.880865)  1.00
C (1.624631, 1.122981, 2.546374)  -0.81
O (4.239680, 6.666219, -9.246861)  -0.35
C (3.884860, 5.404736, -9.486266)  0.78

Forces on atoms 1 to 6 (eV/Å):
-0.22 0.16 -0.06
0.57 0.02 1.37
-0.22 0.01 0.06
-0.05 -0.05 -0.52
-0.07 0.12 -0.10
-1.51 0.15 1.87



Record 2
Entry from the OMol25 dataset: a cluster of 2 separate species, CH2Br2O2 in total in a non-equilibrium geometry (wB97M-V/def2-TZVPD).

Calculated values
- Spin multiplicity: 1
- Relative energy (zero: lowest compared OMol25 entry of this formula, charge and spin): 1.4 kcal/mol
- SMILES: O=C(O)Br.Br

Last column: Mulliken charge in e.
Geometry (Å):
H (0.037607, 1.158028, 1.226036)  0.38
Br (-2.756400, -0.638809, 2.491808)  -0.17
H (-1.052639, -1.905392, -0.941019)  0.22
O (-0.579613, 0.718804, 1.912425)  -0.38
C (-1.733974, 0.596786, 1.421949)  0.61
Br (0.398708, -1.888660, -0.732242)  -0.23
O (-2.314085, 1.120407, 0.506168)  -0.44

Forces on atoms 1 to 6 (eV/Å):
-1.27 -0.64 1.40
0.02 -0.26 0.29
1.07 0.02 0.16
4.29 1.15 -0.80
-4.60 -0.02 -1.49
-1.10 0.03 -0.13



Record 3
Entry from the OMol25 dataset: a cluster of 2 separate species, C9H11O3 in total in a non-equilibrium geometry (wB97M-V/def2-TZVPD).

Calculated values
- Net charge: -1
- Spin multiplicity: 1
- Relative energy (zero: lowest compared OMol25 entry of this formula, charge and spin): 58.1 kcal/mol

Last column: Mulliken charge in e.
Geometry (Å):
C (-0.627745, -0.440202, 1.149263)  0.46
C (-2.821316, 0.283429, -2.354426)  0.65
H (4.291131, -0.159803, 2.136906)  0.22
C (1.474385, -1.588645, 1.251768)  -0.35
O (-1.869589, -0.503802, 0.852792)  -0.91
C (-2.450086, 1.381082, -3.367573)  -0.87
H (1.601227, 1.604442, 2.568168)  0.34
C (1.338241, 0.678848, 2.110088)  -0.52
H (-2.466928, 1.335651, -4.436787)  0.32
O (-1.767330, 0.064678, -1.613177)  -0.46
C (2.068203, -0.361928, 1.581033)  0.71
O (-3.933767, -0.215205, -2.361583)  -0.61
C (0.110077, -1.729628, 0.994277)  -0.60
C (-0.036139, 0.523247, 1.991591)  -0.57
C (3.537273, -0.190632, 1.301131)  -1.16
H (-2.028659, -0.215463, -0.613074)  0.43
H (2.116735, -2.505197, 1.148338)  0.23
H (-0.878628, 1.191742, 2.367625)  0.22
H (-3.401135, 2.059962, -3.327193)  0.23
H (3.776124, 0.644484, 0.603893)  0.27
H (3.720267, -1.077770, 0.653928)  0.35
H (-0.401729, -2.527848, 0.483785)  0.41
H (-1.350617, 1.748549, -3.120766)  0.22

Forces on atoms 1 to 6 (eV/Å):
0.27 -4.17 1.37
0.35 0.23 -2.38
-0.86 -0.07 -0.52
-0.50 -1.61 -0.92
-1.19 1.25 -0.88
0.10 2.13 0.83



Record 4
Entry from the OMol25 dataset: a structure of composition C10H13Cl2N3O2SY (wB97M-V/def2-TZVPD).

Calculated values
- Net charge: +1
- Spin multiplicity: 1
- Relative energy (zero: lowest compared OMol25 entry of this formula, charge and spin): 4.5 kcal/mol

Last column: Mulliken charge in e.
Geometry (Å):
H (2.938223, 0.418136, 4.392219)  0.40
H (1.206455, 3.885727, 2.527532)  0.41
Cl (3.336649, -0.222326, -1.199733)  -0.11
H (-4.196502, -2.115309, -0.706982)  0.36
C (3.285679, -1.463154, -2.478989)  -0.20
Y (0.940184, -1.240088, 0.174983)  1.29
H (4.149784, -2.106007, -2.364789)  0.35
H (-3.465661, -2.344039, -2.295712)  0.38
C (1.424097, 2.828228, 2.542446)  -0.82
H (-4.194686, 0.128799, -1.655814)  0.40
C (0.987622, 2.013275, 1.529519)  -0.12
H (3.257035, -0.965284, -3.439991)  0.33
Cl (1.817797, -2.458447, -2.308370)  -0.09
O (-0.937003, 1.844137, -1.537408)  -0.46
C (-3.272996, -2.383222, -1.222587)  -1.51
N (-0.921706, 0.472395, -1.281452)  -0.07
C (2.145722, 2.248805, 3.589054)  -0.11
H (2.504515, 2.862874, 4.404733)  0.41
C (1.915815, 0.117520, 2.531376)  0.74
H (-0.054302, 2.034137, -1.875016)  0.36
H (-3.000375, -3.398689, -0.944137)  0.36
C (-3.347161, 0.784125, -1.472455)  -1.28
N (-1.093046, -1.767430, -0.247812)  0.11
S (2.128187, -1.626262, 2.464455)  -0.49
N (1.233947, 0.690246, 1.513921)  -0.29
C (-2.172916, -1.456409, -0.840864)  0.47
H (-3.204208, 1.453738, -2.317723)  0.36
H (0.408543, 2.398957, 0.699319)  0.43
H (-3.577414, 1.405736, -0.604047)  0.32
C (-2.113439, -0.007035, -1.206385)  0.52
C (2.394014, 0.894481, 3.589893)  -0.74
O (-0.522854, -2.927616, 0.040815)  -0.71

Forces on atoms 1 to 6 (eV/Å):
0.00 -0.02 -0.01
-0.01 0.00 -0.01
-0.03 -0.01 -0.04
0.00 -0.01 0.00
0.01 -0.01 -0.03
0.25 0.06 0.01